Entry 1:
{
  "formula": "C8H7NO2",
  "method": "ωB97M-V with the def2-TZVPD basis set",
  "spin_multiplicity": 1,
  "energy_ha": -514.1513,
  "homo_ev": -9.775,
  "elements": ["C", "N", "O", "H", "H", "H", "O", "H", "C", "C", "C", "C", "C", "H", "H", "C", "C", "H"],
  "coordinates": [[-2.846973, -0.264730, -0.070238], [1.097522, 0.857193, -0.317954], [2.388645, -0.765275, -1.225926], [2.298934, -0.692251, 1.557985], [-0.718914, 2.495225, 0.046007], [-1.973523, -2.347548, 0.054560], [-3.972622, -0.693864, 0.074150], [-3.282118, 1.910464, -0.771334], [-2.501461, 1.211456, -0.398720], [-0.160822, 0.488203, -0.181676], [-0.502198, -1.021598, -0.130667], [-1.824659, -1.265221, -0.163932], [-1.251832, 1.523843, -0.229460], [0.256540, -1.696809, -0.243002], [3.953883, -0.711234, 0.523240], [2.228508, 0.005594, -0.390644], [3.161754, -0.012028, 0.751944], [3.649337, 0.978572, 1.115671]],
  "atomic_forces_ev_per_a": [[-1.43, 0.57, -2.13], [-2.45, 0.75, 0.69], [0.43, -3.74, -5.28], [3.04, 2.48, -1.63], [-1.40, -0.74, -1.37], [-1.19, 0.94, -0.69], [-0.51, 1.06, 0.45], [0.42, -0.60, 1.06], [-2.35, -1.45, -0.11], [2.85, -1.89, -0.35], [-2.77, 5.09, -0.60], [3.60, -2.63, 1.71], [4.52, 1.16, 1.44], [1.71, -1.78, 0.03], [0.04, -0.14, -0.03], [-1.59, 2.82, 3.62], [-1.36, -0.15, 3.35], [-1.55, -1.74, -0.16]]
}


Entry 2:
{
  "formula": "H28O14",
  "method": "ωB97M-V with the def2-TZVPD basis set",
  "spin_multiplicity": 1,
  "energy_ha": -1070.1514,
  "homo_ev": -9.598,
  "elements": ["H", "H", "H", "H", "H", "H", "H", "H", "H", "O", "H", "O", "H", "O", "H", "H", "H", "H", "O", "H", "H", "H", "H", "H", "O", "O", "H", "O", "O", "H", "H", "H", "O", "H", "O", "O", "O", "O", "O", "H", "H", "H"],
  "coordinates": [[-0.618797, 3.572716, 0.384018], [-4.546441, 0.415773, 0.466446], [-3.161008, 0.106302, -0.123828], [0.388649, 2.480747, 0.033995], [-1.646350, 1.205884, 1.954671], [0.288663, -0.573439, -0.307889], [3.043641, 0.057674, -0.165157], [1.288679, 2.660382, -1.868675], [-2.608962, 1.309358, -2.449864], [1.046383, 2.465722, 3.261026], [3.269678, 0.458085, 2.358652], [-2.260673, 0.820090, -1.694262], [-1.773891, -0.938583, -2.040413], [3.153901, -0.360914, -1.038291], [-0.058239, -4.037239, -1.626467], [3.049561, 1.732863, 1.534154], [0.254581, 0.419657, 0.859116], [2.005947, -1.057535, -2.176150], [0.211990, -3.381470, -0.975886], [1.164075, 1.301471, -2.553448], [-2.862107, -1.671249, 1.731046], [3.931400, 0.057857, -1.425267], [1.212959, -3.060306, 0.673096], [-1.435602, -1.459828, 1.227647], [-1.963524, -2.000484, 1.836176], [0.700629, 1.897949, -1.953693], [0.630175, 2.822080, 2.449868], [-3.658190, 0.141632, 0.716767], [-2.015885, -1.883999, -2.113383], [-2.911123, 0.650368, 2.572508], [-1.339756, -2.362424, -1.614044], [1.695919, -1.823269, 1.429487], [1.907393, -2.749518, 1.280258], [1.204311, -0.834991, -3.482628], [-0.318377, -0.109400, 0.288306], [-2.116016, 1.152250, 2.787781], [-0.119184, 2.844724, 0.774462], [2.817860, 0.793374, 1.570069], [1.242937, -1.395477, -2.701714], [0.821689, -2.799878, -1.462670], [1.620835, 1.766297, 2.937016], [-1.537729, 1.366749, -1.352837]],
  "atomic_forces_ev_per_a": [[-0.06, -0.05, 0.23], [0.06, -0.05, -0.01], [-0.23, 0.04, 0.31], [-0.25, -0.15, 0.06], [-0.06, 0.01, -0.15], [-0.22, 0.06, -0.02], [0.02, -0.25, 0.01], [-0.06, -0.07, -0.26], [-0.05, -0.13, 0.08], [0.16, 0.41, -0.33], [-0.01, -0.11, -0.21], [0.13, 0.62, -0.22], [-0.28, -0.68, 0.01], [0.18, 0.42, -0.06], [0.04, -0.14, 0.07], [-0.01, -0.12, 0.06], [-0.12, -0.14, 0.13], [-0.30, -0.15, -0.23], [0.25, 0.24, -0.03], [-0.10, -0.12, 0.21], [0.07, 0.08, -0.13], [0.00, -0.16, 0.07], [0.10, -0.12, 0.27], [-0.23, -0.09, 0.26], [0.16, -0.18, -0.09], [0.22, 0.42, 0.10], [0.09, -0.30, 0.59], [-0.19, -0.12, -0.43], [0.18, 0.43, -0.10], [0.25, 0.06, -0.18], [-0.10, 0.07, 0.07], [-0.14, -0.08, 0.16], [-0.02, 0.15, -0.30], [-0.16, -0.30, -0.11], [0.43, -0.01, -0.17], [-0.03, 0.23, 0.54], [0.10, 0.21, -0.58], [0.18, 0.18, -0.01], [0.56, 0.50, 0.36], [-0.30, -0.27, -0.18], [-0.34, -0.07, 0.13], [0.04, -0.26, 0.05]]
}


Entry 3:
{
  "formula": "C27H77N9O19",
  "method": "ωB97M-V with the def2-TZVPD basis set",
  "s_squared": 0.755,
  "spin_multiplicity": 2,
  "charge": 1,
  "energy_ha": -2996.9143,
  "homo_ev": [-11.045, -11.045],
  "elements": ["H", "H", "H", "C", "H", "C", "H", "H", "O", "O", "C", "H", "H", "O", "O", "C", "H", "H", "N", "H", "H", "H", "C", "H", "O", "H", "N", "C", "H", "H", "H", "H", "H", "C", "C", "H", "H", "O", "O", "H", "C", "H", "O", "N", "H", "H", "N", "H", "C", "H", "H", "O", "H", "O", "O", "C", "H", "H", "C", "C", "C", "H", "C", "H", "H", "O", "H", "H", "C", "C", "H", "H", "H", "N", "N", "C", "C", "H", "H", "C", "H", "H", "C", "H", "H", "H", "H", "N", "C", "O", "O", "H", "C", "H", "H", "H", "H", "C", "H", "H", "H", "H", "H", "O", "N", "H", "H", "H", "H", "O", "C", "H", "H", "H", "H", "O", "H", "H", "H", "H", "O", "H", "H", "H", "H", "H", "N", "C", "H", "O", "H", "C"],
  "coordinates": [[6.922473, -4.060535, -1.063972], [-4.874669, -5.070326, 0.332093], [-1.027883, 0.985546, 4.018678], [-4.895926, 0.652539, -2.351913], [0.545617, -3.364547, 2.465135], [-3.188134, -3.805276, 0.266471], [-2.833506, 0.782038, 1.230708], [-3.330172, 3.853254, 3.301063], [4.954782, 1.753650, 1.713849], [-0.282699, -0.513875, 3.172931], [-1.494402, -0.438863, -4.787852], [-2.658717, -4.718512, 0.538171], [4.225113, -1.245157, -4.341637], [-6.213162, -2.354536, 3.202095], [-1.194161, 1.480267, 4.824414], [-1.682288, 0.766542, -0.253634], [1.993394, -2.618567, -1.065960], [1.294771, 1.838749, 3.429416], [1.457682, -1.644956, 3.684970], [4.187244, -4.458263, -2.299451], [-2.516694, -0.483922, -5.163342], [-1.113817, 5.103394, 0.246465], [0.378160, -1.513225, 3.105270], [1.809679, -0.627556, -3.247295], [5.522863, -0.448880, -1.933239], [-2.871736, -3.542230, -0.742882], [3.180653, 0.391100, 1.655015], [-5.668543, -1.062590, 3.430824], [-0.868262, 3.547763, -2.745087], [-1.604421, -0.558908, -3.710076], [-5.952572, -0.357670, 1.463243], [1.379733, 3.320419, 4.404017], [1.885770, -0.830782, 4.102063], [3.953024, 1.303766, 1.153407], [-4.572507, -4.091695, 0.705008], [5.095124, -4.616823, -0.123757], [7.397191, -2.461291, -1.542897], [-2.689203, -2.714027, 1.088632], [-4.363940, -1.677708, -1.983017], [4.698309, -2.856462, -3.928837], [4.498029, -3.723511, -0.307009], [6.238365, -3.361314, -2.519202], [-5.438726, 1.766235, -1.624366], [-0.048518, -2.548149, 2.440518], [-7.304911, -0.087329, 2.379181], [5.334589, 0.054721, -1.137915], [1.124493, 3.277847, 1.373941], [3.242389, 0.390290, 2.663129], [2.365215, 1.685009, 5.117201], [6.059321, -2.712959, 1.398186], [-0.249710, 5.748607, -3.765757], [0.705273, 5.371288, 1.972884], [-6.327288, -0.851623, -1.587894], [1.757845, 5.466553, -3.760682], [-1.032537, 0.964205, -4.920498], [3.592848, -4.167478, -1.433280], [-4.537915, -4.078492, 1.794383], [-1.419110, 1.184730, -5.771101], [0.208290, 3.666541, -2.867614], [-1.596684, 2.835843, 4.453426], [5.887113, -1.933607, 0.655855], [-0.149667, 0.347293, 1.482818], [-6.219875, -0.037325, 2.470235], [5.199733, -1.190607, 1.060278], [2.250423, 0.271665, 1.280176], [0.966256, 3.091970, -1.857086], [2.176142, -0.163227, -1.663152], [-1.883202, -1.713805, -6.862621], [0.474729, 5.197464, -3.166154], [3.525225, -1.769067, -2.343489], [2.303169, 3.432384, 5.841970], [-0.280766, -0.818452, -0.455353], [6.827673, -1.386220, 0.594163], [3.724296, 1.768107, -0.030351], [1.662648, 2.371582, 4.204558], [2.661868, -0.495460, -2.580648], [6.541917, -3.135451, -1.496978], [-5.288928, -2.766724, -0.585405], [-0.636884, -2.482451, -5.057282], [2.653939, -2.983167, -1.852625], [0.445937, 3.012000, -3.706191], [-5.860379, -2.735605, 2.394682], [-2.938333, 2.884972, 3.612503], [-4.520461, -2.102514, -2.829565], [-0.854125, 3.265134, 3.780814], [-1.694502, 1.854250, -0.184147], [-5.128760, 0.597419, -3.415328], [-0.491370, 4.311966, 0.325761], [-5.263567, -0.615052, -1.612964], [-0.941974, -1.529554, -6.904333], [-5.513421, -3.098447, 0.287040], [-0.607386, 3.444426, -0.178224], [5.395455, -2.524641, -0.682454], [-4.579133, -1.098633, 3.429725], [2.357323, 4.764184, -3.498180], [1.982078, -2.507541, 3.652641], [-0.984767, -2.561721, 2.061880], [-0.327949, 0.268615, -0.390950], [0.628018, 5.827505, -2.289998], [-2.971641, -1.941886, 0.593032], [-4.959301, 1.438796, 2.587933], [-3.310962, 2.705650, 1.734516], [0.923145, 2.455320, 0.823470], [-5.899993, 1.288376, 2.706605], [4.708567, -1.504939, -1.472758], [3.176114, 0.401216, -2.926530], [4.314317, 2.552035, -0.270017], [1.861535, 3.267964, -2.155607], [1.912399, 3.232880, 2.004231], [-2.873708, 2.148518, 2.382597], [-0.625917, -1.488666, -5.504915], [-2.163382, 0.705768, -1.229827], [3.283768, 2.448621, 6.892351], [2.935953, 1.495109, -0.599651], [-5.884889, -0.709410, 4.439061], [0.424250, 0.630838, 0.767391], [-1.574301, 3.489983, 5.325037], [-3.838098, 0.913036, -2.316544], [-4.926507, -0.428370, -0.593343], [3.012128, -5.053909, -1.178148], [-2.410371, 0.081541, 0.728837], [-3.689600, 2.431459, 4.259064], [0.050429, 0.834068, -1.242536], [3.044861, -2.420718, -4.417813], [3.879676, -3.570898, 0.577544], [1.932054, -3.345021, -2.584782], [2.736969, 2.543987, 6.048546], [0.486317, 4.429930, 1.224186], [0.402891, -1.130817, -5.464898], [2.737038, 0.507273, 5.018467], [-6.242440, 2.139097, -1.993990], [3.894780, -2.131356, -3.799745]],
  "atomic_forces_ev_per_a": [[-0.35, 0.13, 0.28], [-0.19, -0.20, 0.12], [0.17, -0.44, -0.21], [-0.24, 1.08, 0.20], [-0.70, -0.12, -0.28], [1.70, 0.28, 1.44], [-0.19, -0.24, 0.97], [0.59, 0.47, 0.75], [0.17, -0.34, 0.84], [-2.18, 4.05, -0.33], [0.23, 0.94, 0.62], [0.53, 0.06, 0.07], [0.39, 0.19, 0.24], [-0.21, 0.31, 0.63], [-1.16, 2.18, 0.17], [-1.84, 0.23, -1.37], [0.28, -0.22, 0.65], [-0.44, 0.42, 0.27], [7.47, -0.90, 3.46], [0.02, 0.00, -0.13], [-0.16, -0.11, -0.20], [-0.02, -0.39, -0.28], [-4.01, -0.28, -1.68], [0.33, -0.65, -0.24], [-1.78, -2.01, 0.99], [-0.98, -0.36, -0.40], [-1.95, -2.33, 1.60], [0.14, 0.09, 0.50], [0.03, -0.14, 0.70], [0.37, -0.47, 0.07], [0.54, 0.05, -0.41], [-0.36, -0.42, -0.67], [0.27, 0.21, 0.65], [3.60, 1.69, 2.17], [-0.96, 0.40, -1.35], [0.54, 0.51, 0.46], [-0.12, 0.15, -0.13], [0.03, -0.73, -0.65], [-0.12, -0.46, 0.17], [-0.21, -0.19, 0.20], [-1.19, -0.65, -0.51], [0.01, -0.01, 0.05], [-0.14, -0.04, -0.27], [-0.64, -3.02, -2.03], [-0.16, -0.09, 0.72], [0.79, 1.98, 0.65], [2.00, -1.92, 0.26], [0.00, -0.46, 0.32], [1.25, -1.04, -0.33], [-0.26, -0.10, -0.21], [-0.27, -0.77, -0.25], [-0.23, 0.76, -0.49], [0.03, -0.17, -0.39], [0.07, -0.81, -0.94], [-0.57, -1.99, -0.37], [-1.08, 1.17, -0.61], [-0.13, -0.23, -0.02], [0.32, 0.66, -0.24], [-0.94, 1.41, -2.24], [0.12, -0.90, -1.83], [0.61, 1.00, -0.03], [-0.15, -0.33, 1.39], [-0.70, -1.06, -1.43], [-0.41, -0.28, 0.14], [-0.32, 0.00, 0.00], [0.68, 0.09, 1.29], [0.00, -0.23, 0.38], [-0.27, -0.16, -0.79], [1.36, 0.08, 0.85], [-1.88, -0.39, -1.65], [0.75, 0.17, 1.19], [-0.14, -0.11, -0.62], [0.15, -0.10, -0.41], [-0.97, 0.91, -4.86], [-0.61, -0.77, -1.70], [-0.39, 0.78, 1.57], [0.95, 0.61, -0.85], [0.32, -0.14, -0.21], [-0.41, -0.07, 0.17], [0.86, -0.11, 1.00], [-0.32, 0.66, -0.97], [0.01, 0.38, -0.28], [0.04, -0.28, 1.70], [-0.48, 0.29, -0.20], [0.38, 0.01, -0.16], [0.18, 0.16, 0.99], [-0.53, 0.28, -0.11], [-1.66, 1.12, -1.06], [1.74, 0.34, 0.45], [-0.20, -0.09, 1.07], [-0.21, -0.16, 0.78], [-0.07, 0.68, 0.03], [0.28, -1.38, 1.81], [0.31, 0.07, -0.44], [0.25, 0.15, -0.11], [-0.05, 0.35, 0.16], [-0.15, -0.20, -0.12], [1.26, 0.28, 0.30], [-1.14, -0.64, 0.96], [0.17, 0.76, 0.40], [0.22, -0.19, 0.05], [0.10, 0.14, -0.15], [0.01, 0.17, 0.19], [0.28, 0.98, 0.44], [-0.13, -0.81, -2.54], [0.53, -0.40, -0.24], [-0.31, -0.07, -0.19], [0.37, -0.22, 0.53], [-0.14, 0.25, -0.20], [0.18, -0.23, -0.20], [0.56, 1.31, -0.32], [-0.25, -0.71, -0.35], [-0.21, -0.53, -0.46], [-0.02, 0.41, 0.18], [-0.46, -0.46, 0.20], [0.42, -0.02, -1.01], [-0.61, -0.35, 0.14], [0.21, -0.90, 0.04], [-0.47, 0.01, 0.20], [-0.04, 0.14, 0.21], [0.03, 0.28, -0.45], [-0.24, -0.15, -0.10], [0.62, -0.51, -0.21], [-0.29, -0.35, 0.73], [0.14, 0.42, 0.10], [0.43, 0.46, -0.59], [0.20, 1.83, 1.85], [0.13, 0.02, 1.83], [0.13, -0.03, 0.10], [-0.49, 0.28, -0.27], [-0.09, -0.26, -0.20], [1.70, 0.57, -1.14]]
}


Entry 4:
{
  "formula": "C3H6N4O",
  "method": "ωB97M-V with the def2-TZVPD basis set",
  "spin_multiplicity": 1,
  "energy_ha": -411.9361,
  "homo_ev": -7.916,
  "elements": ["H", "C", "H", "C", "H", "C", "H", "N", "H", "O", "N", "N", "H", "N"],
  "coordinates": [[-3.205024, 0.647828, 0.149323], [2.879266, -1.046314, 0.170758], [-2.753423, -0.745474, -0.862534], [-2.536839, -0.225893, 0.028624], [3.897654, -1.066588, -0.280665], [1.753423, -0.153075, 0.107561], [-1.645661, 2.183264, -0.403105], [-1.148014, 0.155360, -0.123309], [-2.529923, -0.981098, 0.825727], [1.781969, -1.282760, -0.668131], [0.313829, 1.832485, -0.088481], [-0.855450, 1.341992, -0.331695], [2.819678, -1.642126, 1.082156], [1.228513, 0.982404, 0.393768]],
  "atomic_forces_ev_per_a": [[0.04, -0.51, 0.29], [1.51, -0.61, 2.43], [-0.92, -0.69, -1.12], [1.06, 0.61, 0.16], [-0.94, 0.81, 0.19], [-0.72, 2.40, -0.90], [2.35, -2.48, -0.09], [-0.28, -1.44, 0.21], [-0.54, 0.59, 0.08], [-2.27, 0.46, -1.26], [-0.09, 0.89, -0.93], [-2.14, 2.44, 1.16], [0.45, -0.37, -0.11], [2.51, -2.11, -0.09]]
}